# 1
87
Properties=species:S:1:pos:R:3:forces:R:3 method="wB97M-V/def2-TZVPD" homo_energy_ha="-0.45193 / -0.48155" total_energy_ev=-70490.53814 mol_weight_g_mol=843.0 multiplicity=5 total_charge=+2
Pd -0.144509 -1.758658 -0.034933 -0.145 0.289 0.831
C -0.771363 -2.174701 3.008537 1.329 0.561 -0.751
N -0.821462 -2.853980 1.681436 -0.355 -0.869 2.068
C 0.003040 -4.139374 1.694885 -0.505 0.229 -1.997
C 1.488827 -4.047288 2.028488 -0.020 0.753 1.094
C 2.414831 -3.223259 1.120084 0.090 -1.229 -0.306
N 1.787498 -2.360197 0.068606 4.057 -0.828 -0.703
C 2.710939 -2.097873 -0.821483 -0.375 -0.360 1.250
C 2.508899 -1.605004 -2.151622 -0.225 -0.620 -1.173
C 3.397050 -2.038612 -3.176282 -1.452 0.764 0.989
C 3.067816 -1.790011 -4.515094 0.981 -0.923 -0.503
C 1.888385 -1.117767 -4.867309 -0.558 0.073 -0.271
C 1.072550 -0.631211 -3.871379 -0.628 0.840 -1.667
C 1.279867 -0.958606 -2.534146 -1.596 0.872 2.189
O 0.280813 -0.663999 -1.709496 2.749 -0.007 -2.982
C -2.245654 -3.251029 1.504858 -0.656 -0.681 -0.335
C -3.287715 -2.109434 1.473388 -0.445 0.083 0.451
C -2.826391 -0.876348 0.749010 0.516 1.107 -0.453
N -2.099795 -1.305076 -0.460785 -2.583 0.293 -1.605
C -2.778140 -1.443963 -1.562175 -0.700 0.409 2.204
C -2.386641 -2.199313 -2.747663 0.604 0.966 -0.205
C -2.689153 -1.704329 -4.020827 0.326 0.098 1.401
C -2.286608 -2.389756 -5.152394 -0.510 -0.494 -0.825
C -1.602645 -3.624592 -5.042553 -0.419 -0.329 0.122
C -1.354785 -4.145849 -3.798658 0.793 -0.055 -0.132
C -1.588772 -3.425105 -2.556554 -0.756 0.903 -1.268
O -1.142634 -3.761448 -1.454756 0.381 -0.219 -0.027
H -1.283226 -2.778364 3.736736 -0.347 -0.177 0.473
H -1.187931 -1.159157 2.919474 0.133 -0.532 0.237
H 0.286482 -2.080830 3.307321 -0.527 0.181 -0.052
H -0.166079 -4.476450 0.615932 0.405 -0.203 1.528
H -0.414406 -4.853963 2.401371 -0.391 -0.069 -0.067
H 1.925937 -5.057287 2.015442 -0.587 0.170 0.156
H 1.594329 -3.691746 3.099728 -0.091 -0.389 -1.184
H 3.083757 -3.972544 0.606213 -0.725 0.881 0.317
H 3.071037 -2.656810 1.753214 0.248 0.731 0.164
H 3.769564 -2.354379 -0.609546 -0.663 -0.141 -0.016
H 4.221266 -2.681779 -2.891934 0.207 0.298 -0.171
H 3.757488 -2.204156 -5.289832 -0.805 0.488 0.622
H 1.532503 -1.042249 -5.910040 0.682 0.186 0.598
H 0.203447 0.011632 -4.098669 0.423 -0.659 0.097
H -2.566418 -3.853909 2.359696 0.335 -0.304 -0.007
H -2.304704 -3.907236 0.616535 -0.046 0.539 0.327
H -3.560111 -1.792451 2.515810 0.105 -0.433 -0.899
H -4.226605 -2.430034 0.945496 0.870 -0.186 0.700
H -2.131969 -0.252302 1.322299 0.010 -0.286 0.050
H -3.671453 -0.210094 0.551577 -0.081 -0.162 -0.372
H -3.843233 -1.085133 -1.507811 0.863 -0.174 -0.389
H -3.148066 -0.718966 -4.099718 -0.198 -0.359 -0.043
H -2.651818 -2.055313 -6.130320 0.506 0.022 0.338
H -1.372642 -4.196668 -5.956354 -0.018 0.343 0.647
H -0.825883 -5.069586 -3.682853 0.112 -0.518 -0.067
S 0.923677 0.578778 1.492594 -0.371 -1.054 -0.544
Sb 0.617629 2.852304 1.269241 0.242 -0.857 0.890
C -1.415344 3.342558 1.225391 1.038 0.216 -0.177
C -2.201198 2.597189 0.391259 -0.086 -0.770 -0.909
C -3.542032 2.891893 0.244163 -0.796 -0.412 -0.213
C -4.086702 3.952200 0.939592 -0.098 0.397 1.086
C -3.273812 4.660238 1.839333 -1.140 0.631 0.479
C -1.921675 4.378391 1.979866 -0.775 0.345 -0.048
C 1.787016 3.426593 -0.499122 -0.785 0.120 0.217
C 1.993428 4.797010 -0.647107 0.226 0.572 0.645
C 2.732684 5.235918 -1.743833 0.255 -0.112 -0.291
C 3.163804 4.301276 -2.687270 -0.071 0.504 0.237
C 2.804126 2.960049 -2.634039 -0.071 -0.010 0.481
C 2.124812 2.487898 -1.506792 -0.119 0.851 0.944
C 1.116925 3.272307 3.362271 0.677 1.005 -0.588
C 0.305918 3.180712 4.514964 -0.589 -0.557 -1.398
C 0.861163 3.327562 5.762300 -0.136 0.393 0.673
C 2.205542 3.741070 5.905119 -1.138 -0.169 0.631
C 2.978823 3.937602 4.783804 0.619 -0.549 -0.707
C 2.435679 3.666645 3.500109 0.561 -0.138 1.102
H -1.737667 1.776332 -0.163335 -0.289 0.105 0.067
H -4.208178 2.252984 -0.339820 0.347 0.240 -0.102
H -5.161775 4.193742 0.920790 0.682 -0.216 -0.238
H -3.782533 5.411810 2.488332 0.737 -0.501 -0.669
H -1.321858 4.960632 2.657686 0.196 0.044 0.160
H 1.663158 5.514966 0.147228 0.324 -0.667 -0.911
H 3.025455 6.281416 -1.906652 -0.301 -0.459 0.370
H 3.832851 4.659535 -3.454541 -0.157 -0.080 -0.339
H 3.095548 2.329386 -3.469757 -0.049 -0.192 0.331
H 1.881605 1.451306 -1.308779 0.048 -0.070 -0.272
H -0.753214 2.946685 4.396142 0.245 -0.056 0.162
H 0.204000 3.168526 6.650060 0.766 0.239 -0.783
H 2.520612 3.904453 6.941403 0.407 -0.032 -0.617
H 4.058446 4.154298 4.855573 -0.771 0.135 0.044
H 3.107575 3.672289 2.652880 0.053 0.234 -0.096

# 2
9
Properties=species:S:1:pos:R:3:forces:R:3 method="wB97M-V/def2-TZVPD" homo_energy_ha=-0.34686 total_energy_ev=-18539.03783 relative_energy_kj_mol=426.0 mol_weight_g_mol=105.1 total_charge=0
C -0.982762 0.415479 -0.969799 1.759 -2.211 -0.118
C -0.112227 0.368386 0.226593 -3.514 -1.515 -3.018
N -0.651407 -0.864869 -0.384910 -1.751 1.583 1.209
O -3.191594 -0.265699 -2.236622 0.126 0.750 0.042
O -0.712003 0.751601 -2.277679 -1.060 0.701 -0.035
S -2.437477 0.924939 -1.862832 1.015 -1.284 -0.073
H 0.843640 0.582712 0.156806 4.627 1.040 -0.732
H -0.553673 0.669032 1.064131 -1.650 0.855 3.730
H -0.012661 -1.556124 -0.711340 0.449 0.082 -1.006

# 3
23
Properties=species:S:1:pos:R:3:forces:R:3 method="wB97M-V/def2-TZVPD" homo_energy_ha="-0.20678 / -0.25567" total_energy_ev=-38254.39863 relative_energy_kj_mol=522.1 mol_weight_g_mol=184.1 multiplicity=5 total_charge=0
C 3.319429 1.601089 -0.234068 0.422 0.180 -0.053
O 2.167936 0.800517 -0.219392 -0.091 0.315 -0.306
C 2.341432 -0.576347 0.237858 -1.370 -1.215 0.342
C 1.221929 -1.395236 -0.245640 2.943 -1.393 -0.931
O -0.005686 -1.307174 0.564400 -1.046 1.658 0.043
C -1.214715 -1.747903 -0.004801 -0.255 -0.296 -0.101
C -2.289046 -0.736640 0.325516 -0.435 -0.385 0.296
O -1.909211 0.536651 -0.186930 0.015 0.237 -0.133
C -2.901127 1.536395 -0.019685 -0.451 0.430 -0.081
V 0.141791 0.933454 -0.115418 0.289 -0.432 0.128
H 3.044366 2.616004 -0.549742 -0.040 -0.268 0.095
H 3.753171 1.653254 0.777970 0.063 -0.067 -0.362
H 4.032816 1.185985 -0.963401 -0.031 0.093 0.377
H 2.370661 -0.513604 1.344358 0.762 0.084 -0.069
H 1.456497 -2.468146 -0.247173 0.002 0.154 0.453
H -1.498178 -2.716600 0.434344 -0.035 0.134 -0.129
H -1.137645 -1.882276 -1.096008 0.145 0.133 0.251
H -2.402547 -0.641642 1.418186 -0.033 -0.095 -0.250
H -3.247645 -1.042585 -0.120375 0.140 0.094 0.110
H -2.467275 2.539960 -0.080749 0.269 -0.404 -0.020
H -3.618976 1.453610 -0.847589 -0.156 -0.110 0.429
H -3.361648 1.448614 0.975487 -0.096 -0.077 -0.361
H 2.203665 -1.277386 -1.147137 -1.012 1.231 0.272

# 4
34
Properties=species:S:1:pos:R:3:forces:R:3 method="wB97M-V/def2-TZVPD" homo_energy_ha=-0.33113 total_energy_ev=-21243.19907 relative_energy_kj_mol=287.3 mol_weight_g_mol=207.2 total_charge=0 smiles="NCCNCC(N)=O.O.O.O.O.O"
N -2.945495 -2.379270 -1.377622 0.070 0.650 -2.807
C -2.939996 -0.915980 -1.432710 1.365 0.639 0.522
C -1.528200 -0.238122 -1.384521 0.850 -2.137 -0.868
N -0.559893 -0.342795 -0.243747 -0.314 -0.309 -0.378
C -0.907124 -0.497105 1.168789 0.110 1.570 0.601
C 0.395329 -0.814172 1.973163 0.028 -2.042 2.381
N 0.406647 -2.140697 2.413982 0.242 -0.230 -1.301
O 1.267913 -0.100614 2.481681 -1.127 0.234 -1.736
H -2.445981 -2.841548 -2.191431 -0.777 0.812 1.815
H -2.778569 -2.781128 -0.498454 0.455 -0.600 0.990
H -3.362981 -0.553935 -2.400798 0.042 -0.377 0.835
H -3.485084 -0.471051 -0.590285 -0.487 -0.468 -0.280
H -1.567624 0.811362 -1.570617 -0.708 0.790 -0.710
H -0.977809 -0.765580 -2.244219 -0.545 1.104 0.908
H 0.075049 0.424491 -0.501998 0.049 -0.759 1.053
H -1.648656 -1.319003 1.292554 0.737 0.394 -0.115
H -1.352935 0.387009 1.758563 0.409 -0.732 -1.150
H 1.342489 -2.441679 2.753124 -1.254 0.207 -0.298
H -0.152488 -2.838933 1.877602 1.007 0.734 0.663
O 2.702503 2.871422 -0.451560 0.890 -0.392 -1.100
H 2.085155 3.521302 -0.768101 -0.452 0.649 -0.020
H 2.482924 2.673264 0.449480 -0.626 0.138 1.180
O 1.720229 0.832465 -1.908837 -4.145 3.065 -3.132
H 2.181149 0.115741 -1.707625 3.155 -4.841 1.386
H 1.882985 1.476863 -1.260291 1.102 1.711 1.475
O -0.113991 3.935976 -2.110203 0.443 -1.446 -1.153
H -0.067346 3.036190 -1.727364 -0.155 0.661 0.054
H 0.050333 3.696359 -3.060542 -0.199 0.676 1.135
O 1.464105 2.558404 2.026467 0.329 1.968 -0.036
H 1.775110 1.731717 2.347840 -0.059 -1.897 0.427
H 1.937812 3.190942 2.592145 -0.386 0.018 -0.306
O -0.133359 -3.986008 -0.156143 0.950 2.080 -1.589
H -0.396215 -3.048054 -0.449602 0.352 -1.742 0.616
H 0.734626 -4.065882 -0.647864 -1.351 -0.129 0.936

# 5
11
Properties=species:S:1:pos:R:3:forces:R:3 method="wB97M-V/def2-TZVPD" homo_energy_ha=-0.34678 total_energy_ev=-27257.97471 relative_energy_kj_mol=13.5 mol_weight_g_mol=123.2 total_charge=0 smiles="N=C(NS)NS"
N -0.069643 1.462640 -0.098737 0.110 -0.686 0.274
C -0.050891 0.187436 -0.115365 -0.312 1.586 0.322
N 1.052457 -0.654669 -0.080396 0.370 0.045 0.021
S 2.623679 -0.035372 0.016262 -0.038 -0.419 -0.040
N -1.198584 -0.613123 -0.159809 0.567 0.939 0.291
S -2.729013 -0.038064 0.209005 0.050 -0.571 0.509
H 0.862539 1.849355 0.113202 -0.493 -0.333 -0.328
H 0.813104 -1.504230 0.400610 0.548 -0.377 0.043
H 2.742673 0.110446 1.349872 -0.098 0.137 0.032
H -1.039249 -1.397863 -0.745594 -0.592 -0.800 -0.444
H -3.007072 0.633439 -0.889049 -0.111 0.478 -0.679

# 6
15
Properties=species:S:1:pos:R:3:forces:R:3 method="wB97M-V/def2-TZVPD" homo_energy_ha=-0.29936 total_energy_ev=-11241.29851 relative_energy_kj_mol=35.6 mol_weight_g_mol=122.1 total_charge=0 smiles=Cc1n[nH]c2c[nH]nc12
C -1.807451 -1.205500 0.659069 0.061 -0.004 0.043
C -0.510851 -0.484598 0.633253 0.020 -0.058 0.242
N 0.267623 -0.402509 1.685941 -0.384 -0.279 0.241
N 1.376937 0.307226 1.371601 0.269 0.114 0.081
C 1.330713 0.705017 0.076566 -0.659 -0.144 -0.667
C 1.929805 1.375301 -0.966517 0.117 -0.010 0.225
N 1.059720 1.239124 -2.004129 0.083 0.024 0.073
N -0.040191 0.547920 -1.732075 -0.637 -0.260 -0.287
C 0.098820 0.204070 -0.453200 1.420 0.767 0.025
H -1.777817 -2.053577 -0.023794 -0.071 -0.064 -0.022
H -2.005456 -1.559631 1.666508 -0.070 -0.043 0.029
H -2.609874 -0.543989 0.337107 -0.098 -0.013 0.003
H 2.080436 0.462318 2.071685 -0.165 -0.059 -0.090
H 2.849819 1.911791 -1.064696 0.173 0.117 -0.069
H 1.183819 1.611476 -2.933706 -0.059 -0.088 0.174